28
Properties=species:S:1:pos:R:3:nbo_charge:R:1 method="wB97M-V/def2-TZVPD" e_tot_ev=-34546.4331 charge=+2 e_homo_ev=-14.73 orbital_gap_ev=3.08 relative_energy_ev=4.514
Hg -2.35332 -0.43425 1.26025 1.27
O 1.92242 -2.04073 0.11498 -0.57
C 1.64941 -3.06449 -0.48966 0.65
O 1.21137 -0.65915 -2.24129 -0.58
C 1.30771 -1.78093 -2.59726 0.90
O 1.26740 -2.09745 -3.91670 -0.46
N 1.43371 -2.96358 -1.85547 -0.49
C 1.75668 -3.45310 -4.09180 -0.09
C 1.85076 -4.05211 -2.74459 -0.24
H 2.73367 -3.48983 -4.55532 0.21
H 1.07423 -4.09590 -4.69289 0.21
H 2.90143 -4.25216 -2.50233 0.22
H 1.15883 -4.86621 -2.60106 0.22
C 1.67516 -4.42307 0.10559 -0.34
C 1.44616 -4.65079 1.41432 -0.26
H 1.89994 -5.24874 -0.55891 0.23
H 1.17417 -3.83186 2.04686 0.19
H 1.48892 -5.63835 1.92246 0.23
N 0.28045 1.77023 0.68244 -0.65
N -0.59738 2.81997 1.28166 -0.38
C -1.91648 2.84318 1.57589 0.33
N -2.34879 3.99420 2.13778 -0.71
S -3.23947 1.74570 1.35926 0.00
H 0.73156 2.08622 -0.19561 0.42
H 1.11203 1.58235 1.27275 0.41
H -0.05235 3.62415 1.53306 0.42
H -3.32453 4.01407 2.36570 0.43
H -1.79586 4.80673 2.40025 0.46



9
Properties=species:S:1:pos:R:3:nbo_charge:R:1 method="wB97M-V/def2-TZVPD" e_tot_ev=-14962.6296 e_homo_ev="-7.59 / -7.59" orbital_gap_ev="7.73 / 7.73" relative_energy_ev=2.016
C -2.27518 -1.41276 -0.04560 0.08
C 1.62987 0.49949 -0.13111 -0.24
N -1.67635 -0.37016 0.08617 -0.73
O 0.45155 0.96856 0.49172 -0.81
P -1.03362 1.05629 -0.21912 0.98
H 1.80933 -0.54283 0.14723 0.18
H -2.93252 -1.88843 0.65954 0.18
H 2.45699 1.11390 0.23009 0.19
H 1.56993 0.57594 -1.21892 0.17



51
Properties=species:S:1:pos:R:3:nbo_charge:R:1 method="wB97M-V/def2-TZVPD" e_tot_ev=-67011.4961 charge=+3 e_homo_ev=-17.22 orbital_gap_ev=5.39 relative_energy_ev=0.150
Ti 0.98841 -0.19884 -0.19818 2.00
N 1.69945 -0.91572 1.88844 -0.87
C 2.06643 -2.36197 1.83038 -0.24
C 2.63246 -2.64998 0.45628 -0.24
N 1.65770 -2.22156 -0.59424 -0.68
C 0.54448 -3.19912 -0.80753 -0.25
C -0.73763 -2.65120 -0.21219 -0.24
N -0.85496 -1.24085 -0.68556 -0.88
H 2.56495 -0.38805 1.99546 0.42
H 1.21872 -0.76335 2.77335 0.43
H 1.17694 -2.96052 2.02204 0.22
H 2.80243 -2.62008 2.59184 0.26
H 2.86586 -3.71002 0.35514 0.26
H 3.56009 -2.09310 0.31201 0.23
H 2.19280 -2.16414 -1.46065 0.46
H 0.78657 -4.17035 -0.37726 0.26
H 0.40669 -3.34929 -1.87960 0.24
H -0.71785 -2.64673 0.87779 0.22
H -1.58830 -3.25708 -0.52464 0.27
H -1.70315 -0.83800 -0.28650 0.44
H -1.02798 -1.26643 -1.69025 0.42
O -4.78758 2.85538 4.65627 -0.62
C -4.16090 1.77052 4.24500 0.76
O -4.35368 0.68650 4.71206 -0.51
C -3.14099 1.86931 3.12086 -0.08
C -3.27590 2.70199 2.01326 -0.15
C -2.40634 2.60976 0.93952 -0.22
C -1.36451 1.67966 0.96740 0.14
C -1.21741 0.87557 2.10276 -0.23
C -2.09128 0.95403 3.16121 -0.14
N -0.47965 1.42010 -0.11252 -0.52
C -0.66481 1.96998 -1.26580 0.18
C 0.13834 1.56182 -2.39558 0.11
C 0.07501 2.18493 -3.62650 -0.16
C 0.97475 1.80770 -4.62270 -0.06
C 1.97143 0.89866 -4.32023 -0.22
C 1.98236 0.31286 -3.05746 0.40
N 1.01292 0.54893 -2.15252 -0.58
H -4.49251 3.69550 4.28915 0.50
H -4.09041 3.41413 1.96305 0.25
H -2.54954 3.28184 0.10354 0.23
H -0.39883 0.16990 2.11999 0.17
H -2.00177 0.31036 4.02645 0.27
H -1.41299 2.73769 -1.43311 0.24
H -0.64973 2.97031 -3.79884 0.27
H 0.93369 2.26785 -5.60170 0.28
H 2.74297 0.65642 -5.03999 0.28
H 3.67907 -0.81567 -3.26842 0.45
O 2.64200 0.39166 -0.25221 -0.86
S 3.84308 0.39325 -1.29755 0.89
N 3.00915 -0.51455 -2.56148 -0.80



193
Properties=species:S:1:pos:R:3:lowdin_charge:R:1 method="wB97M-V/def2-TZVPD" smiles="CC1(C)CCCC(C)(C)N1O.CC1(C)CCCC(C)(C)N1O.CC1(C)CCCC(C)(C)N1O.CC1(C)CCCC(C)(C)N1O.CC1(C)CCCC(C)(C)N1O.NC(N)=O.NC(N)=O.NC(N)=O.NC(N)=O.NC(N)=O.O" e_tot_ev=-98614.9677 e_homo_ev=-8.08 orbital_gap_ev=7.98
C 21.82369 40.82423 7.44317 -0.05
C 23.15123 41.13824 6.78823 -0.53
C 23.35127 42.64548 6.85759 -0.05
C 24.28899 40.52842 7.64325 -0.16
C 24.44991 38.98847 7.53517 -0.17
C 24.87754 38.82844 6.06430 -0.11
C 23.69048 39.25311 5.09528 -0.47
C 24.14535 39.12734 3.59735 -0.04
C 22.47588 38.33293 5.18713 -0.05
N 23.30406 40.67180 5.38296 -0.09
O 22.28830 41.27566 4.56387 -0.02
H 21.05762 40.97584 6.68274 0.09
H 21.73944 39.82694 7.87493 0.07
H 21.47480 41.51630 8.20959 0.09
H 23.36333 43.03697 7.87479 0.09
H 24.24871 42.90443 6.29575 0.09
H 22.43597 43.14487 6.53989 0.08
H 25.27345 40.98340 7.53403 0.12
H 23.98250 40.76573 8.66200 0.12
H 25.23400 38.77460 8.26151 0.11
H 23.48670 38.56690 7.82259 0.10
H 25.03863 37.77637 5.82916 0.11
H 25.72472 39.48612 5.86977 0.12
H 23.33158 39.44196 2.94399 0.07
H 24.49400 38.11194 3.40892 0.08
H 24.98935 39.79161 3.41157 0.08
H 22.63440 37.25502 5.15422 0.08
H 21.75429 38.56709 4.40445 0.08
H 21.89708 38.40672 6.10781 0.06
H 22.73517 42.05766 4.23163 0.10
C 23.54650 27.99432 3.71805 -0.05
C 24.13648 28.94736 2.65939 -0.46
C 23.38410 28.83052 1.29748 -0.01
C 24.11981 30.38638 3.22272 -0.14
C 25.10571 31.33808 2.55727 -0.19
C 26.55967 30.82507 2.67459 -0.12
C 26.69361 29.35856 2.07724 -0.47
C 26.81694 29.51479 0.56481 -0.04
C 28.02965 28.84497 2.68700 -0.05
N 25.58823 28.48744 2.56088 -0.13
O 25.75944 27.12596 2.44241 -0.01
H 24.09318 28.09107 4.65607 0.08
H 22.47663 28.14478 3.86238 0.08
H 23.42343 26.99932 3.29033 0.08
H 23.83612 29.69380 0.80910 0.06
H 23.78848 27.93488 0.82589 0.08
H 22.30289 28.96154 1.34129 0.09
H 23.17558 30.91163 3.07906 0.12
H 24.25547 30.50835 4.29735 0.12
H 24.84381 31.49243 1.51052 0.10
H 25.00130 32.31004 3.03945 0.11
H 26.92656 30.68287 3.69109 0.11
H 27.26456 31.55088 2.26908 0.12
H 26.02388 30.17120 0.20666 0.07
H 26.80213 28.59711 -0.02318 0.08
H 27.70411 30.00846 0.16816 0.09
H 28.00210 28.39038 3.67730 0.08
H 28.84825 29.56460 2.67602 0.08
H 28.54667 28.08385 2.10263 0.07
H 25.97688 27.01282 1.51423 0.09
C 24.59614 18.23556 0.12077 -0.02
C 24.34160 17.95051 1.64239 -0.48
C 23.90658 16.49666 1.68712 -0.05
C 25.65624 17.92931 2.48522 -0.15
C 26.33856 19.29328 2.71556 -0.17
C 25.28947 20.12682 3.41346 -0.14
C 23.96136 20.25616 2.63793 -0.50
C 23.01336 20.89011 3.62383 -0.07
C 23.99357 21.26531 1.45389 -0.03
N 23.43144 18.94586 2.26922 -0.11
O 22.18321 18.95584 1.64600 0.01
H 25.59926 18.00578 -0.23843 0.08
H 24.41378 19.26654 -0.18244 0.06
H 23.98640 17.63124 -0.55087 0.07
H 24.80097 15.90576 1.48964 0.09
H 23.07756 16.23970 1.02772 0.08
H 23.63608 16.24799 2.71332 0.09
H 25.33903 17.51810 3.44355 0.12
H 26.39759 17.25683 2.05364 0.11
H 26.64581 19.69133 1.74847 0.11
H 27.29894 19.14555 3.20949 0.11
H 25.75162 21.09743 3.59358 0.12
H 25.12308 19.76025 4.42640 0.12
H 23.45264 21.71693 4.18195 0.09
H 22.06891 21.18877 3.16896 0.09
H 22.77983 20.23256 4.46121 0.09
H 24.89982 21.46140 0.88089 0.08
H 23.13287 21.16980 0.79193 0.07
H 23.81315 22.25411 1.87560 0.08
H 22.33121 19.39275 0.80409 0.07
C 15.40493 28.89013 0.08967 -0.04
C 15.95697 27.45286 -0.09958 -0.49
C 17.02350 27.42395 -1.17679 -0.03
C 16.55644 27.14471 1.34110 -0.13
C 16.96046 25.70398 1.67027 -0.19
C 15.86857 24.77216 1.33486 -0.17
C 15.32663 24.92791 -0.12268 -0.46
C 16.35148 24.28622 -1.14308 -0.02
C 14.04673 24.11250 -0.13346 -0.06
N 14.94987 26.39975 -0.31145 -0.14
O 14.16438 26.66613 -1.39581 -0.01
H 16.24035 29.47919 0.46807 0.08
H 15.09726 29.41443 -0.81507 0.08
H 14.55376 28.94306 0.76850 0.08
H 16.61080 27.57697 -2.17397 0.09
H 17.64552 28.30154 -1.00062 0.08
H 17.57349 26.49226 -1.30924 0.06
H 17.41289 27.81631 1.40063 0.11
H 15.83242 27.46508 2.09028 0.11
H 17.80603 25.46336 1.02590 0.11
H 17.20137 25.65766 2.73231 0.12
H 15.04379 24.80828 2.04657 0.12
H 16.13917 23.71893 1.40961 0.12
H 15.98953 24.66824 -2.09762 0.08
H 16.16308 23.21331 -1.18143 0.08
H 17.38358 24.60574 -0.99897 0.06
H 14.28324 23.08894 0.15720 0.09
H 13.56808 24.01177 -1.10754 0.08
H 13.34108 24.66542 0.48657 0.09
H 13.41192 27.06782 -0.95529 0.11
C 31.88834 35.39581 3.08805 -0.02
C 32.75631 36.63055 2.66015 -0.47
C 33.72424 37.05078 3.78808 -0.04
C 33.56555 36.20889 1.38180 -0.15
C 32.72016 36.10444 0.15996 -0.19
C 32.15097 37.45009 -0.12275 -0.17
C 31.32826 38.05196 1.00402 -0.50
C 31.12437 39.56672 0.65601 -0.04
C 29.97519 37.43574 0.93997 -0.05
N 31.99708 37.87772 2.32804 -0.14
O 31.23863 38.27440 3.36991 -0.01
H 31.29126 34.92563 2.30669 0.07
H 32.61320 34.71169 3.52927 0.08
H 31.31602 35.75380 3.94385 0.08
H 34.07436 38.07085 3.63007 0.09
H 33.14755 37.20554 4.69999 0.07
H 34.46326 36.26779 3.95802 0.08
H 34.35097 36.94386 1.20562 0.12
H 34.10354 35.31002 1.68295 0.12
H 33.37446 35.83181 -0.66808 0.12
H 31.91694 35.38294 0.30954 0.11
H 31.54353 37.39313 -1.02601 0.12
H 32.87119 38.22278 -0.39171 0.12
H 30.58071 40.14798 1.40077 0.07
H 30.79929 39.80154 -0.35754 0.09
H 32.08577 40.08022 0.66669 0.07
H 30.06310 36.36084 1.09802 0.07
H 29.52465 37.56006 -0.04475 0.09
H 29.32135 37.69977 1.77116 0.09
H 31.41159 39.21721 3.31717 0.11
N 26.89509 27.72549 7.11638 0.18
C 27.93563 27.44072 7.79385 -0.84
N 28.08909 28.11479 8.88267 0.18
O 28.73586 26.63338 7.38897 0.01
H 26.59757 27.36596 6.22066 0.12
H 26.22391 28.38352 7.48600 0.11
H 27.45793 28.86282 9.13203 0.11
H 28.84983 27.85740 9.49514 0.13
N 29.95784 23.75723 3.33814 0.16
C 31.04883 24.44861 3.08488 -0.81
N 31.38234 25.14916 4.04934 0.18
O 31.65792 24.35327 1.99595 -0.02
H 29.54747 23.90475 4.24916 0.11
H 29.51236 23.22952 2.60114 0.12
H 30.70547 25.29715 4.78423 0.13
H 32.22454 25.67163 3.85486 0.14
N 26.60148 33.33831 8.52833 0.16
C 25.42189 32.78534 8.42055 -0.79
N 24.54267 33.66256 7.96454 0.15
O 25.12827 31.66194 8.73531 0.04
H 27.35367 32.84952 8.99245 0.12
H 26.77346 34.27207 8.18391 0.11
H 23.59167 33.32509 7.92209 0.11
H 24.70140 34.63931 7.76240 0.10
N 33.00265 31.54942 9.42733 0.14
C 31.74875 31.58714 8.88389 -0.69
N 31.70713 31.10160 7.68106 0.15
O 30.69094 31.73304 9.56475 -0.04
H 33.15463 31.97667 10.32981 0.11
H 33.76422 31.41257 8.77820 0.09
H 32.55474 31.08779 7.13199 0.11
H 30.87872 31.02100 7.10891 0.12
N 33.78529 28.79936 -0.74084 0.16
C 34.09410 29.96623 -1.18515 -0.75
N 35.32682 30.27917 -0.80338 0.15
O 33.30638 30.70807 -1.80080 0.00
H 32.90709 28.35814 -0.97364 0.12
H 34.26557 28.42125 0.06319 0.12
H 35.80369 31.06592 -1.22017 0.11
H 35.92171 29.54375 -0.44929 0.10
O 30.04601 29.63294 -4.00698 -0.05
H 30.79309 30.07854 -3.60755 0.02
H 30.14033 28.71892 -3.73883 0.02



51
Properties=species:S:1:pos:R:3:nbo_charge:R:1 method="wB97M-V/def2-TZVPD" e_tot_ev=-34044.8788 charge=-1 e_homo_ev=-4.08 orbital_gap_ev=6.53 relative_energy_ev=5.109
F -3.34045 0.40785 19.00098 -1.00
C -3.22802 -4.84609 16.58796 -0.10
C -4.36616 -5.11696 17.58119 -0.09
O -4.20530 -4.34060 18.82069 -0.73
O -3.52487 -3.61745 15.99627 -0.71
H -3.34955 -5.68724 15.90546 0.16
H -2.18457 -5.02290 16.84883 0.18
H -4.37133 -6.14943 17.93060 0.17
H -5.38083 -4.93942 17.22480 0.18
H -4.18272 -3.41103 18.58196 0.47
H -3.56013 -2.93726 16.67280 0.48
C -10.32949 0.17307 19.38769 -0.07
C -9.44434 0.69885 18.20943 -0.07
O -8.57724 1.70964 18.49941 -0.70
O -11.28514 -0.72600 18.88170 -0.76
H -10.84184 0.98447 19.90463 0.15
H -9.62977 -0.24357 20.11220 0.15
H -9.95362 1.12100 17.34311 0.17
H -8.92675 -0.22854 17.96420 0.16
H -7.77345 1.28408 18.80668 0.48
H -12.15039 -0.86825 19.27248 0.49
C 2.25306 -4.92783 23.54975 -0.08
C 1.61865 -4.18365 22.34107 -0.08
O 1.47726 -2.77214 22.60882 -0.73
O 2.30486 -6.27733 23.28332 -0.69
H 1.90577 -4.69579 24.55655 0.16
H 3.28997 -4.59197 23.56084 0.17
H 0.69966 -4.69198 22.04926 0.15
H 2.30156 -4.39518 21.51828 0.16
H 0.74875 -2.37927 22.12249 0.49
H 1.36562 -6.47140 23.24147 0.46
C -3.63585 4.09862 13.21296 -0.09
C -3.29318 4.79459 11.86841 -0.09
O -2.94717 3.70055 10.96443 -0.75
O -2.58008 3.25245 13.68057 -0.73
H -4.56355 3.53378 13.12121 0.17
H -3.79930 4.93733 13.88967 0.16
H -2.35282 5.34472 11.90276 0.17
H -4.03944 5.40635 11.36152 0.19
H -2.43598 3.05126 11.45301 0.48
H -2.94878 2.66112 14.34086 0.49
C -2.35554 3.80134 23.57842 -0.10
C -2.81274 4.94260 22.61474 -0.10
O -2.23424 4.81916 21.33617 -0.70
O -3.09509 2.58582 23.40160 -0.72
H -2.41087 4.02741 24.64328 0.17
H -1.31860 3.47749 23.48908 0.17
H -2.46541 5.91787 22.95579 0.17
H -3.88586 5.01999 22.78945 0.17
H -2.50426 3.97232 20.97346 0.48
H -3.07706 2.37452 22.46532 0.47



21
Properties=species:S:1:pos:R:3:nbo_charge:R:1 method="wB97M-V/def2-TZVPD" e_tot_ev=-13680.9751 e_homo_ev=-7.85 orbital_gap_ev=7.56 relative_energy_ev=4.370
B -0.56415 -1.17197 -0.82820 0.65
C -1.84625 -1.12558 -1.65929 -0.51
C -2.83533 -0.24104 -1.35067 -0.16
C -2.71981 0.62193 -0.24368 -0.33
C -1.57909 0.59052 0.51194 0.04
C 1.24412 0.20614 1.38789 1.01
C 0.69231 -2.09354 -1.12858 -0.92
C 2.38032 2.09984 2.12129 -0.26
N -0.59885 -0.25072 0.21550 -0.64
O 1.90152 -0.70598 1.74273 -0.51
O 1.25013 1.47174 1.46252 -0.49
H -1.96679 -1.75635 -2.53071 0.21
H -3.73649 -0.17384 -1.95057 0.20
H -3.51425 1.31157 0.00456 0.21
H -1.46038 1.24726 1.36556 0.19
H 0.54157 -2.73716 -1.99121 0.22
H 0.92073 -2.72946 -0.27580 0.23
H 1.58347 -1.49710 -1.31605 0.22
H 3.13912 2.32615 1.37174 0.21
H 2.79108 1.43196 2.87811 0.21
H 2.00572 3.01580 2.57453 0.21